# C30H72F6N6O17S2

A molecular structure, C30H72F6N6O17S2 (the ωB97M-V functional and the def2-TZVPD basis, OMol25).

Geometry as XYZ:
```
133
Properties=species:S:1:pos:R:3:forces:R:3
C 15.71224 -9.32293 9.79508 1.064 -0.284 -0.280
F 14.85099 -9.04768 10.74961 -0.393 0.276 0.048
F 15.73305 -10.65741 9.63194 0.156 0.043 0.243
F 15.35734 -8.80338 8.62972 -0.291 0.302 0.213
S 17.44961 -8.66251 10.17659 0.778 -0.603 -0.862
O 18.30188 -9.29348 9.20751 -0.186 -0.979 0.513
O 17.38453 -7.24255 10.00471 -0.514 0.015 1.076
N 17.83107 -9.29768 11.67856 -1.335 1.465 -1.420
S 17.48948 -8.20285 12.79768 0.074 1.398 0.775
O 18.62447 -7.39028 13.14615 0.144 -0.645 0.128
O 16.27209 -7.45869 12.58143 -0.201 -0.601 0.120
C 17.13966 -9.23238 14.31759 0.406 0.914 -0.687
F 15.96826 -9.85830 14.20677 0.327 -0.142 -0.001
F 18.14391 -10.06348 14.53546 -0.312 -0.187 0.208
F 17.05769 -8.37918 15.34773 -0.074 -0.144 0.049
C 18.11253 -12.53674 13.02070 0.193 -1.324 -0.166
C 19.00876 -12.67603 11.79180 0.443 1.622 0.281
C 18.24507 -12.79992 10.51322 -1.429 0.591 -0.326
O 19.09416 -12.73149 9.40074 0.508 -0.142 0.315
C 18.41364 -12.48491 8.18368 -0.410 -0.463 -0.088
N 19.74022 -11.32904 11.71578 -0.234 -0.752 -0.939
H 19.05279 -10.57420 11.50647 0.220 -0.114 0.399
H 20.22336 -11.12995 12.59545 0.507 -0.035 0.592
H 20.39302 -11.35568 10.93456 0.187 0.066 0.092
H 17.69342 -13.50798 13.29401 -0.041 -0.024 -0.061
H 17.28113 -11.86604 12.80568 0.139 0.197 0.076
H 18.70782 -12.22337 13.87638 -0.087 0.180 -0.061
H 19.79917 -13.42279 11.84182 -0.148 -0.137 0.352
H 17.51097 -11.98387 10.43720 0.265 0.317 0.211
H 17.54971 -13.64994 10.58186 0.590 -0.604 -0.377
H 19.13040 -12.37283 7.37440 0.203 -0.077 0.192
H 17.80127 -11.58236 8.21645 0.033 0.025 0.202
H 17.78270 -13.35725 7.98256 -0.124 0.119 -0.256
C 24.36881 -5.15267 12.03288 -0.069 1.154 0.402
C 23.35847 -6.09189 12.66192 0.685 -0.726 0.403
C 22.09994 -6.41309 11.89583 -0.337 0.751 -0.546
O 22.30578 -6.75018 10.53938 0.386 -0.469 0.753
C 21.08337 -7.14628 9.95023 0.406 -0.823 -0.720
N 24.15623 -7.38342 12.97123 -1.596 0.288 -1.819
H 24.75506 -7.24040 13.77404 0.316 -0.354 -0.155
H 23.52865 -8.20047 13.02936 -0.627 -0.696 1.279
H 24.57613 -7.60228 12.06806 1.094 0.108 0.425
H 25.08688 -5.54750 11.31407 -0.423 -0.402 -0.222
H 24.97530 -4.69620 12.82000 -0.016 -0.102 0.092
H 23.84626 -4.30933 11.58071 -0.004 -0.100 -0.176
H 23.05900 -5.73890 13.65527 -0.215 0.176 -0.022
H 21.51026 -5.48861 11.86526 0.021 -0.015 0.371
H 21.49634 -7.16767 12.41245 0.102 -0.096 0.085
H 20.65460 -8.05286 10.39478 0.105 0.120 0.458
H 21.38458 -7.46315 8.95260 -0.460 0.387 -0.252
H 20.31828 -6.36848 9.95058 0.146 0.142 -0.102
C 17.11043 -5.09541 19.35310 0.107 -0.270 -0.507
C 17.67877 -6.47951 19.66286 -0.946 0.329 0.458
C 18.63234 -7.06012 18.65636 1.611 -0.703 0.070
O 19.92711 -6.53080 18.87959 -0.499 0.367 0.129
C 20.81419 -6.96417 17.84484 1.162 -0.537 0.216
N 18.34022 -6.42315 21.03472 0.125 1.044 -0.174
H 17.63136 -6.19256 21.72933 -0.074 -0.382 0.118
H 18.85969 -7.26080 21.29191 0.059 -0.027 -0.062
H 18.96141 -5.61013 21.04457 0.517 -0.311 -0.166
H 16.75596 -5.14135 18.32306 -0.094 0.059 0.026
H 17.85773 -4.30080 19.36624 0.122 -0.099 0.130
H 16.25462 -4.82854 19.97271 0.106 -0.032 0.157
H 16.86251 -7.17291 19.86928 -0.116 -0.057 -0.544
H 18.38830 -6.89932 17.60368 -0.701 0.175 0.163
H 18.70289 -8.14716 18.80557 -0.267 -0.108 -0.082
H 20.34259 -6.95872 16.86462 0.047 0.276 -0.010
H 21.20878 -7.96656 18.05033 -0.611 -0.275 0.078
H 21.73200 -6.38101 17.84199 -0.456 0.689 -0.146
C 17.51344 -4.22153 11.78024 -1.186 0.580 -0.427
C 16.32213 -4.07630 10.83930 -0.264 -1.708 -0.733
C 14.99178 -4.52541 11.40684 0.002 0.139 1.318
O 13.99544 -4.44156 10.41282 -0.050 0.590 0.259
C 12.77398 -4.96658 10.87588 -0.469 -0.904 -0.089
N 16.24112 -2.69971 10.22488 -0.049 -0.753 0.749
H 15.29542 -2.47328 9.92275 -0.030 -0.181 -0.214
H 16.54210 -2.01231 10.91107 0.084 0.142 -0.115
H 16.88315 -2.72504 9.41687 0.736 0.162 -1.298
H 17.31637 -3.51838 12.59439 0.515 -0.254 0.383
H 18.44613 -3.98830 11.27069 0.010 0.026 0.034
H 17.50680 -5.25929 12.09938 0.243 0.072 0.335
H 16.42661 -4.81661 10.04195 0.497 0.621 -0.560
H 14.76538 -3.97186 12.33585 -0.470 0.543 -0.296
H 15.03612 -5.54395 11.80601 0.544 -0.196 -0.457
H 12.83324 -6.05546 11.00124 0.328 -0.003 0.188
H 11.98427 -4.85352 10.13508 0.216 0.532 -0.134
H 12.44726 -4.55091 11.83282 0.109 0.270 -0.038
C 13.44909 -11.62134 14.24296 -0.935 0.076 -0.579
C 13.25576 -12.53834 15.42059 0.463 -1.350 0.430
C 11.78759 -12.74514 15.82971 0.644 1.219 0.113
O 11.56319 -13.65413 16.84848 -0.604 -0.876 -0.210
C 11.95467 -13.33626 18.18145 1.666 0.099 -0.465
N 13.80923 -13.92745 15.11640 -0.601 -0.625 -1.354
H 13.86759 -14.56308 15.92618 -1.086 0.333 0.477
H 13.29890 -14.35602 14.34781 0.088 -0.111 -0.095
H 14.82914 -13.97985 14.95483 -0.083 0.228 -0.880
H 14.43202 -11.57093 13.78378 0.111 -0.156 0.384
H 13.17005 -10.61231 14.54632 0.061 0.052 -0.062
H 12.77675 -11.90715 13.42544 -0.140 0.068 0.049
H 13.87531 -12.32380 16.29472 -0.874 0.718 -0.306
H 11.22873 -13.05784 14.94448 -0.210 -0.121 0.119
H 11.45239 -11.74157 16.12448 -0.290 0.056 -0.107
H 13.05223 -13.33795 18.19684 -0.488 0.190 0.321
H 11.66892 -14.17116 18.81301 -0.612 0.243 0.060
H 11.63648 -12.34281 18.50377 -0.608 -0.127 0.063
C 16.06935 -12.15861 16.00766 0.980 -0.068 1.100
C 15.65822 -13.50856 16.57493 1.066 -0.574 1.258
O 14.65748 -13.58163 17.34258 1.621 -0.038 0.629
O 16.25731 -14.49983 16.10114 -0.116 0.161 -0.305
H 17.15160 -12.06561 16.11270 0.035 -0.164 -0.279
H 15.65708 -11.33519 16.59206 -0.344 0.101 -0.453
H 15.81868 -12.17276 14.95197 0.190 0.464 0.135
C 18.84215 -5.14224 7.59475 0.656 0.163 0.750
C 18.28631 -3.84369 6.99086 -0.867 -0.641 0.035
O 18.18012 -3.77207 5.76584 0.328 0.124 0.028
O 17.85763 -2.99546 7.83961 -0.445 0.568 1.022
H 19.69149 -5.52174 7.02704 -0.270 -0.216 -0.240
H 18.07192 -5.89985 7.74679 -0.086 -0.025 -0.541
H 19.20972 -4.97664 8.61292 0.034 0.292 -0.034
C 20.27738 -4.70005 14.40261 -1.203 -0.112 -0.151
C 21.43754 -4.33360 15.31432 1.426 0.344 -0.336
O 21.60590 -3.13876 15.61077 -0.647 -0.020 0.163
O 22.26140 -5.26472 15.57818 -0.263 -0.614 -0.046
H 20.60080 -5.00336 13.40654 0.202 0.222 0.181
H 19.57676 -3.87066 14.28403 0.168 0.135 -0.007
H 19.67144 -5.55509 14.71960 0.257 -0.086 0.337
C 21.36813 -8.84690 15.12148 -0.586 0.395 0.767
C 21.63538 -10.00025 14.18530 1.317 -0.884 1.247
O 21.06506 -11.08926 14.45797 -0.974 0.327 -0.928
O 22.56675 -9.88709 13.35338 0.204 0.886 -1.150
H 21.36964 -9.24057 16.14000 -0.047 -0.217 -0.066
H 20.35895 -8.45556 14.97162 0.045 0.123 -0.153
H 22.07255 -8.01360 15.13884 -0.016 0.006 -0.499
```
Forces are in eV/Å.

The frontier orbital gap is 5.2 eV. For the HOMO energy, the calculation gives -6.78 eV. As for the total energy: -4189.2066 Ha.